--- P ---
C31H45ClCoF5N2O2P2 | ωB97M-V/def2-TZVPD

For the HOMO-LUMO gap (alpha / beta), the calculation gives 7.292 / 7.291 eV. For the highest occupied orbital energy (alpha / beta), the calculation gives -7.17 / -7.17 eV. The value obtained for the LUMO energy (alpha / beta) is 0.12 / 0.12 eV. Its net charge is 0.

Structure (XYZ):
```
89
Properties=species:S:1:pos:R:3:mulliken_charge:R:1
Co 0.58 1.19 0.55 -1.622
C 1.16 -5.00 -2.46 -1.546
C 0.82 -4.13 -1.25 0.383
C 1.86 -4.22 -0.12 -1.310
P 0.32 -2.34 -1.40 0.738
C -0.73 -2.25 -2.94 1.886
C -1.92 -3.20 -2.78 -1.645
C -0.07 -2.38 -4.30 -1.630
C 1.83 -1.43 -1.93 1.175
C 2.98 -2.03 -2.43 -0.556
C 4.10 -1.29 -2.78 -0.891
C 4.07 0.09 -2.66 -1.109
C 2.94 0.71 -2.16 -0.166
C 1.83 -0.04 -1.78 -2.088
N 0.68 0.65 -1.26 2.061
C -0.22 1.09 -2.20 -0.078
C -0.04 1.02 -3.60 -0.504
C -1.03 1.46 -4.45 -0.923
C -2.23 1.98 -3.98 -1.039
C -2.42 2.07 -2.62 -0.381
C -1.44 1.64 -1.74 -0.261
P -1.51 1.54 0.03 1.943
C -2.71 2.79 0.64 0.738
C -2.46 4.17 0.05 -1.406
C -2.83 2.86 2.17 -1.365
C -2.20 -0.15 0.36 2.958
C -2.32 -0.58 1.82 -2.183
C -3.52 -0.39 -0.38 -1.600
H 1.46 -5.99 -2.12 0.522
H 1.95 -4.61 -3.09 0.177
H 0.29 -5.13 -3.10 0.269
H -0.11 -4.54 -0.84 0.417
H 2.71 -3.55 -0.27 0.257
H 2.25 -5.24 -0.05 0.425
H 1.42 -3.96 0.83 0.346
H -1.14 -1.23 -2.87 -0.697
H -1.61 -4.24 -2.90 0.312
H -2.68 -3.00 -3.55 0.411
H -2.39 -3.10 -1.81 0.355
H 0.21 -3.41 -4.52 0.302
H 0.83 -1.77 -4.38 0.308
H -0.76 -2.06 -5.08 0.431
H 3.04 -3.10 -2.52 0.168
H 4.98 -1.79 -3.15 0.449
H 4.93 0.69 -2.94 0.399
H 2.90 1.79 -2.05 0.486
H 0.88 0.62 -4.00 0.538
H -0.86 1.39 -5.52 0.427
H -2.99 2.32 -4.68 0.453
H -3.36 2.47 -2.23 0.393
H -3.66 2.41 0.24 0.580
H -1.56 4.62 0.46 0.182
H -3.29 4.83 0.32 0.502
H -2.37 4.16 -1.03 0.282
H -2.87 1.89 2.64 0.119
H -3.75 3.40 2.43 0.523
H -1.99 3.41 2.59 0.133
H -1.43 -0.78 -0.10 -1.973
H -3.18 -0.12 2.31 0.381
H -1.42 -0.36 2.40 0.371
H -2.48 -1.66 1.85 0.467
H -4.31 0.28 -0.02 0.373
H -3.85 -1.41 -0.20 0.457
H -3.41 -0.25 -1.45 0.367
F 2.55 2.72 -0.02 -0.351
C 1.22 2.96 0.17 1.107
F 0.78 3.49 -1.00 -0.286
C 1.20 4.17 1.18 0.489
F 0.98 5.33 0.55 -0.292
F 0.24 4.06 2.11 -0.205
F 2.35 4.30 1.83 -0.274
Cl 1.95 -0.48 1.24 -0.506
O 2.16 2.04 3.26 -0.465
C 0.98 1.54 3.41 -0.522
O 0.18 1.41 2.49 0.612
C 0.61 1.09 4.81 0.587
N 1.77 1.29 5.69 -0.591
C 2.30 -0.05 6.02 -0.625
C 1.10 -0.98 5.97 -0.765
C 0.30 -0.44 4.78 -0.547
H -0.25 1.67 5.13 0.485
H 1.50 1.79 6.53 0.292
H 2.55 2.05 4.18 0.467
H 2.81 -0.02 6.99 0.450
H 3.03 -0.34 5.27 0.228
H 0.52 -0.91 6.89 0.305
H 1.38 -2.03 5.83 0.360
H -0.77 -0.62 4.86 0.373
H 0.65 -0.87 3.84 0.185
```

=====

--- Q ---
C31H45ClCoF5N2O2P2 | ωB97M-V/def2-TZVPD

For the HOMO-LUMO gap, the calculation gives 6.815 eV. For the highest occupied orbital energy, the calculation gives -6.99 eV. The value obtained for the LUMO energy is -0.18 eV. Its net charge is 0.

Structure (XYZ):
```
89
Properties=species:S:1:pos:R:3:mulliken_charge:R:1
Co 1.08 -0.78 0.14 -1.415
C -4.81 1.81 2.34 -1.560
C -3.30 1.99 2.10 0.345
C -2.50 1.96 3.41 -1.262
P -2.47 0.89 0.84 0.688
C -3.68 0.67 -0.57 1.951
C -4.01 2.03 -1.18 -1.670
C -4.93 -0.18 -0.35 -1.634
C -2.42 -0.81 1.57 1.074
C -3.17 -1.25 2.66 -0.700
C -3.10 -2.56 3.12 -0.961
C -2.27 -3.46 2.48 -1.192
C -1.50 -3.05 1.40 -0.222
C -1.55 -1.74 0.96 -1.661
N -0.77 -1.27 -0.13 2.102
C -1.21 -1.61 -1.39 -0.191
C -2.41 -2.31 -1.65 -0.357
C -2.83 -2.51 -2.95 -0.978
C -2.10 -2.02 -4.04 -0.938
C -0.94 -1.33 -3.79 -0.371
C -0.49 -1.13 -2.49 -0.431
P 0.94 -0.20 -2.00 1.786
C 2.14 -0.35 -3.39 0.462
C 2.34 -1.81 -3.83 -1.311
C 3.50 0.27 -3.06 -1.385
C 0.31 1.53 -1.91 2.547
C 1.40 2.57 -1.59 -1.949
C -0.53 1.95 -3.11 -1.564
H -5.14 2.45 3.17 0.520
H -5.09 0.79 2.58 0.195
H -5.39 2.11 1.46 0.257
H -3.16 2.98 1.65 0.480
H -2.20 0.95 3.70 0.237
H -3.09 2.38 4.22 0.421
H -1.58 2.54 3.31 0.293
H -3.05 0.13 -1.29 -0.821
H -4.70 2.60 -0.55 0.329
H -4.49 1.90 -2.15 0.420
H -3.12 2.64 -1.32 0.352
H -5.70 0.35 0.21 0.327
H -4.69 -1.10 0.19 0.314
H -5.36 -0.47 -1.31 0.421
H -3.85 -0.57 3.15 0.197
H -3.70 -2.87 3.96 0.438
H -2.21 -4.48 2.83 0.397
H -0.85 -3.75 0.90 0.490
H -3.00 -2.70 -0.84 0.502
H -3.75 -3.06 -3.12 0.419
H -2.45 -2.17 -5.05 0.453
H -0.37 -0.93 -4.62 0.373
H 1.70 0.21 -4.22 0.700
H 2.86 -2.37 -3.05 0.168
H 2.97 -1.83 -4.72 0.494
H 1.42 -2.33 -4.05 0.289
H 3.43 1.22 -2.53 0.239
H 4.07 0.44 -3.98 0.471
H 4.08 -0.40 -2.43 0.150
H -0.34 1.47 -1.02 -1.474
H 2.02 2.76 -2.47 0.379
H 2.03 2.25 -0.77 0.200
H 0.92 3.51 -1.32 0.471
H 0.05 1.93 -4.03 0.306
H -0.87 2.97 -2.96 0.483
H -1.40 1.31 -3.24 0.319
F 1.42 -3.20 1.15 -0.326
C 1.73 -2.57 -0.01 1.058
F 1.04 -3.24 -1.00 -0.297
C 3.24 -2.97 -0.31 0.606
F 3.31 -3.95 -1.22 -0.278
F 3.96 -1.95 -0.78 -0.207
F 3.86 -3.42 0.79 -0.286
Cl 0.56 0.29 2.08 -0.498
O 3.46 -0.98 2.11 -0.425
C 3.52 0.07 1.34 -0.229
O 2.78 0.22 0.37 0.289
C 4.51 1.13 1.74 0.530
N 5.35 0.62 2.84 -0.640
C 4.95 1.35 4.06 -0.602
C 4.48 2.72 3.57 -0.743
C 3.76 2.38 2.26 -0.624
H 5.11 1.37 0.86 0.527
H 6.33 0.75 2.64 0.309
H 4.25 -0.90 2.70 0.462
H 5.78 1.38 4.76 0.457
H 4.13 0.82 4.54 0.212
H 5.34 3.37 3.39 0.299
H 3.83 3.21 4.29 0.369
H 3.81 3.19 1.54 0.422
H 2.71 2.15 2.43 0.206
```

=====

Least stable: Q